# 1
22
Properties=species:S:1:pos:R:3:forces:R:3:nbo_charge:R:1 method="wB97M-V/def2-TZVPD" multiplicity=2 e_above_lowest_kcal_mol=20.2 total_energy_ev=-8963.9998 homo_ev="1.3 / -6.0" homo_lumo_gap_ha="0.0937 / 0.3598" lumo_ev="3.862 / 3.812" charge=-1
O -2.723 2.216 0.619 -0.71 0.25 0.37 -1.13
N -1.915 -1.084 -0.400 -0.14 0.30 -0.44 -0.90
C 0.793 0.265 -0.112 1.40 1.28 1.71 -0.35
C 1.824 1.221 -0.749 0.07 -0.28 1.46 -0.74
C -0.657 -1.811 -0.365 -0.22 -1.60 1.01 -0.29
C 0.640 -1.101 -0.735 -1.14 0.76 -0.39 -0.43
C 1.090 0.204 1.432 0.06 -1.41 -1.29 -0.71
H -2.493 2.969 0.064 0.12 0.33 -0.17 0.35
H -2.054 1.573 0.397 0.50 -0.56 -0.20 0.45
H -2.619 -1.615 -0.889 -0.06 0.01 -0.21 0.35
H 1.503 1.571 -1.727 0.40 -0.10 -0.24 0.20
H -2.323 -0.871 0.505 0.41 0.04 0.11 0.35
H -0.063 0.940 -0.125 -0.85 -0.88 -0.53 0.19
H 0.647 -0.935 -1.820 0.25 -0.40 0.01 0.20
H 0.610 -0.707 1.817 -0.66 0.63 0.37 0.19
H 2.127 -0.075 1.649 0.29 0.68 -0.17 0.18
H -0.545 -2.322 0.609 0.20 0.60 0.15 0.16
H 1.422 -1.787 -0.402 0.37 0.21 -0.32 0.19
H 0.765 1.150 1.857 0.08 -0.21 0.56 0.21
H 2.854 0.864 -0.621 -0.05 -0.31 -0.83 0.18
H -0.731 -2.728 -0.961 -0.10 0.29 -0.56 0.17
H 1.848 2.061 -0.044 -0.22 0.37 -0.43 0.20

# 2
22
Properties=species:S:1:pos:R:3:forces:R:3:nbo_charge:R:1 method="wB97M-V/def2-TZVPD" multiplicity=2 e_above_lowest_kcal_mol=34.8 total_energy_ev=-8963.3697 homo_ev="1.3 / -5.2" homo_lumo_gap_ha="0.0908 / 0.3232" lumo_ev="3.739 / 3.641" charge=-1
O 2.775 -1.553 1.056 -0.55 1.29 -1.31 -1.04
N 1.409 -0.100 -1.109 1.63 1.60 -0.90 -0.71
C 0.073 -0.388 -0.679 -1.63 -2.71 -1.90 -0.37
C 1.866 1.328 -1.022 0.13 -0.84 -0.72 -0.91
C -1.889 -0.424 1.087 1.68 0.49 -2.12 -0.40
C -3.044 0.156 0.266 -1.32 0.64 -0.12 -0.65
C -0.441 0.091 0.637 0.68 2.90 1.70 -0.42
H 0.083 -1.509 -0.632 -0.13 0.44 0.35 0.18
H -4.001 -0.415 0.479 0.82 0.83 0.26 0.19
H 2.599 -0.848 0.313 0.28 -1.64 1.29 0.50
H 1.515 -0.378 -2.120 -0.19 0.10 1.27 0.33
H 1.883 1.565 0.046 -0.03 0.58 -0.32 0.17
H -2.990 0.001 -0.852 0.58 0.48 1.16 0.21
H -0.689 -0.296 -1.522 0.63 0.82 0.88 0.15
H 1.315 2.021 -1.682 -0.53 0.00 0.67 0.16
H -0.255 1.296 0.722 -1.40 -2.46 -0.51 0.18
H -1.935 -1.512 1.029 0.32 -0.08 -0.11 0.19
H 3.673 -1.438 1.374 0.10 0.23 -0.17 0.44
H 0.319 -0.138 1.415 -0.53 -0.65 -0.28 0.22
H -3.181 1.277 0.534 0.07 -1.84 -0.74 0.20
H 2.884 1.448 -1.456 -0.22 -0.57 0.55 0.17
H -1.970 -0.182 2.115 -0.37 0.38 1.07 0.20

# 3
22
Properties=species:S:1:pos:R:3:forces:R:3:nbo_charge:R:1 method="wB97M-V/def2-TZVPD" multiplicity=2 e_above_lowest_kcal_mol=50.8 total_energy_ev=-8962.6729 homo_ev="1.3 / -5.2" homo_lumo_gap_ha="0.0844 / 0.3209" lumo_ev="3.583 / 3.498" charge=-1
O -2.404 2.976 1.382 6.05 -0.36 -1.25 -1.15
N -1.266 0.073 0.186 0.66 -1.56 -0.44 -0.71
C -2.096 -1.095 -0.535 -0.59 2.10 3.27 -0.80
C 0.160 -0.176 0.778 -3.20 1.74 -1.46 -0.32
C 1.161 -0.046 -0.272 3.92 1.04 -1.37 -0.23
C 2.652 0.155 0.309 -1.16 -0.84 1.18 -0.62
C 1.353 -1.066 -1.428 -1.03 -1.00 -0.04 -0.63
H 2.012 -0.660 -2.234 -0.22 -0.17 0.85 0.20
H 2.792 1.113 0.808 -0.31 -0.01 0.45 0.20
H 1.817 -2.068 -1.053 -1.03 1.59 -0.72 0.19
H 0.921 0.906 -0.747 0.13 0.10 -0.23 0.20
H -1.477 -1.950 -0.704 0.43 -0.34 -0.74 0.17
H -1.820 0.316 0.996 -0.24 0.13 0.04 0.34
H -3.154 3.159 1.803 -5.17 0.75 1.93 0.39
H -2.703 -0.667 -1.393 1.08 -0.66 0.89 0.19
H -2.450 2.589 0.520 -0.81 -0.48 -0.68 0.47
H 3.305 0.218 -0.514 0.89 -0.12 -1.22 0.19
H 3.070 -0.683 0.974 -0.96 1.04 -0.81 0.19
H 0.356 -1.198 -1.953 1.09 -0.40 0.70 0.22
H 0.282 -1.079 1.238 -0.08 -2.65 1.59 0.16
H -2.804 -1.446 0.318 0.67 0.39 -1.64 0.14
H 0.296 0.632 1.521 -0.12 -0.31 -0.31 0.20

# 4
22
Properties=species:S:1:pos:R:3:forces:R:3:nbo_charge:R:1 method="wB97M-V/def2-TZVPD" e_above_lowest_kcal_mol=25.5 total_energy_ev=-8965.2507 smiles=CCN(C)CC.O homo_ev=-8.4 homo_lumo_gap_ha=0.3435 lumo_ev=0.933
O 1.420 -1.999 6.740 -0.03 -1.08 0.03 -0.93
N -0.290 0.063 -1.358 0.11 0.28 0.27 -0.44
C 0.177 -0.274 -2.694 0.38 -0.28 0.68 -0.41
C -0.415 -0.845 0.944 -0.48 -1.22 0.19 -0.63
C -1.178 2.311 -1.906 0.56 0.75 0.02 -0.62
C -0.183 1.495 -1.093 0.06 0.08 -0.22 -0.22
C 0.413 -0.703 -0.325 -0.73 0.02 -0.25 -0.22
H -0.309 -0.102 1.729 0.17 0.26 -0.20 0.21
H -0.301 1.692 -0.027 -0.33 -0.24 0.03 0.20
H 1.371 -0.252 -0.092 0.59 0.12 0.00 0.17
H 0.835 1.853 -1.311 0.16 0.00 -0.11 0.16
H -2.163 1.863 -1.909 -0.22 0.01 0.07 0.22
H -1.472 -0.953 0.691 -0.03 0.40 -0.15 0.22
H 0.732 -2.619 7.029 -0.18 0.55 0.06 0.46
H -0.837 2.470 -2.922 -0.01 -0.49 -0.44 0.20
H -0.363 0.310 -3.431 0.07 -0.06 -0.19 0.20
H -1.205 3.350 -1.564 -0.29 -0.21 0.44 0.21
H 0.020 -1.337 -2.841 -0.34 -0.14 -0.27 0.20
H 1.269 -0.152 -2.797 -0.03 0.41 -0.15 0.16
H 0.598 -1.697 -0.741 0.03 0.08 0.10 0.19
H -0.209 -1.824 1.394 0.33 0.25 0.17 0.21
H 2.089 -2.652 6.484 0.21 0.53 -0.10 0.46

# 5
22
Properties=species:S:1:pos:R:3:forces:R:3:nbo_charge:R:1 method="wB97M-V/def2-TZVPD" e_above_lowest_kcal_mol=25.4 total_energy_ev=-8965.2564 smiles=CCCCCN.O homo_ev=-8.7 homo_lumo_gap_ha=0.3466 lumo_ev=0.702
O -2.465 3.687 2.747 0.32 0.54 0.44 -0.93
N -1.116 1.823 0.132 1.28 1.15 -0.23 -0.85
C 1.134 -2.471 -1.479 -0.87 -0.36 1.15 -0.41
C -0.148 -0.303 -0.675 1.05 -0.33 -0.52 -0.40
C 2.641 -2.667 -1.656 -0.09 0.11 -0.52 -0.61
C 0.820 -1.447 -0.362 0.52 1.14 1.11 -0.39
C -0.404 0.619 0.512 -1.68 -1.30 0.50 -0.22
H 0.535 -2.262 -2.376 0.73 0.40 -0.12 0.21
H -2.105 4.367 3.331 0.14 0.50 -0.54 0.46
H 0.463 -1.914 0.568 -0.07 -0.40 -0.32 0.19
H -0.812 2.586 0.709 0.04 0.35 0.06 0.36
H 2.994 -1.966 -2.405 0.26 0.19 -0.13 0.21
H 1.730 -0.929 0.015 -0.03 -0.44 -0.54 0.19
H -2.114 1.855 0.172 -0.46 -0.72 0.13 0.36
H -2.658 3.056 3.433 -0.43 -1.04 0.09 0.46
H -1.060 0.032 1.166 0.02 -0.21 0.29 0.16
H 0.651 -3.395 -1.150 0.32 -0.25 0.06 0.20
H 0.296 0.282 -1.495 -0.42 -0.09 0.02 0.20
H -1.067 -0.792 -1.000 -0.33 0.51 -0.21 0.19
H 0.453 0.800 1.175 0.17 0.33 -0.75 0.19
H 2.951 -3.659 -1.984 -0.27 -0.06 -0.07 0.21
H 3.192 -2.455 -0.741 -0.17 -0.03 0.11 0.21

# 6
22
Properties=species:S:1:pos:R:3:forces:R:3:nbo_charge:R:1 method="wB97M-V/def2-TZVPD" e_above_lowest_kcal_mol=11.2 total_energy_ev=-8965.8729 smiles=CC(C)CCN.O homo_ev=-10.0 homo_lumo_gap_ha=0.3987 lumo_ev=0.900
O 1.546 -3.036 -1.005 -0.25 -0.03 -0.03 -0.95
N -0.114 -0.721 -1.915 -0.14 0.68 -0.40 -0.86
C -1.077 0.757 2.155 0.42 0.15 -0.37 -0.60
C -0.760 1.031 -0.278 0.47 -0.35 0.32 -0.40
C 1.160 0.184 1.138 -0.41 0.22 -0.62 -0.62
C -0.352 0.172 0.950 -0.07 0.34 -0.65 -0.21
C 0.006 0.728 -1.553 -0.64 -1.17 0.01 -0.22
H -0.710 -0.821 0.667 0.13 -0.25 0.56 0.19
H -1.831 0.853 -0.411 -0.05 0.32 -0.22 0.20
H -1.109 -0.922 -1.888 -0.07 -0.22 -0.03 0.35
H 0.987 -2.625 -1.680 0.21 0.07 0.05 0.48
H -0.582 2.082 -0.052 -0.23 0.19 0.10 0.20
H -0.749 0.372 3.111 -0.26 -0.64 0.16 0.21
H 1.500 -0.407 1.976 -0.01 0.01 0.42 0.21
H 1.170 -2.623 -0.220 0.17 -0.07 0.14 0.46
H -0.410 1.297 -2.383 0.25 0.53 0.09 0.18
H 0.121 -0.754 -2.909 0.00 -0.30 0.24 0.36
H -0.779 1.799 2.211 -0.18 0.44 -0.07 0.20
H 1.454 1.239 1.241 0.30 -0.31 0.13 0.20
H 1.624 -0.237 0.248 0.25 0.08 0.01 0.22
H 1.058 0.923 -1.402 0.25 0.35 -0.21 0.19
H -2.151 0.708 1.997 -0.15 -0.04 0.38 0.21

# 7
22
Properties=species:S:1:pos:R:3:forces:R:3:nbo_charge:R:1 method="wB97M-V/def2-TZVPD" e_above_lowest_kcal_mol=13.3 total_energy_ev=-8965.7826 smiles=CCC[C@@H](C)N.O homo_ev=-9.5 homo_lumo_gap_ha=0.3834 lumo_ev=0.936
O -2.774 0.550 2.110 -0.04 0.01 -0.09 -0.95
N -0.278 -1.091 1.277 -0.16 0.56 0.01 -0.87
C 1.989 -1.393 0.282 -0.34 -0.37 0.36 -0.62
C -0.442 1.445 -0.806 -0.06 -1.28 0.44 -0.40
C 0.584 -0.808 0.118 0.13 0.63 1.00 -0.06
C 0.701 0.714 -0.077 0.04 0.08 -0.51 -0.39
C -0.665 0.870 -2.226 1.04 1.20 0.44 -0.62
H -0.806 -1.935 1.150 0.04 -0.38 0.18 0.37
H -0.917 1.668 -2.930 -0.71 -0.29 0.11 0.22
H 2.454 -1.653 -0.669 0.16 0.36 0.02 0.22
H -0.245 2.510 -0.722 -0.08 0.10 -0.43 0.21
H -2.110 0.405 2.790 -0.03 0.03 0.06 0.46
H 0.302 0.541 -2.616 -0.10 -0.51 0.03 0.20
H 0.088 -1.262 -0.713 -0.25 -0.23 -0.75 0.19
H -1.353 1.239 -0.250 -0.22 0.36 0.21 0.19
H -1.386 0.061 -2.149 0.01 0.03 -0.57 0.21
H 1.597 0.864 -0.687 0.18 0.21 0.14 0.19
H -2.319 0.208 1.329 0.04 -0.04 0.13 0.48
H 0.221 -1.111 2.165 -0.08 -0.09 -0.37 0.36
H 0.859 1.181 0.905 0.13 -0.16 -0.14 0.20
H 2.584 -0.681 0.864 0.21 -0.22 -0.24 0.21
H 1.918 -2.321 0.856 0.10 0.00 -0.04 0.21

# 8
22
Properties=species:S:1:pos:R:3:forces:R:3:nbo_charge:R:1 method="wB97M-V/def2-TZVPD" e_above_lowest_kcal_mol=25.8 total_energy_ev=-8965.2377 smiles=CCCN(C)C.O homo_ev=-8.4 homo_lumo_gap_ha=0.3383 lumo_ev=0.829
O -0.108 3.697 -0.871 -0.09 0.15 0.14 -0.94
N -0.461 -0.760 0.804 -0.43 -0.19 -0.29 -0.46
C -1.748 -1.287 1.257 0.00 -0.08 -0.10 -0.41
C -0.458 -0.438 -0.620 0.51 -0.36 0.36 -0.21
C 0.965 -0.428 -1.216 -0.68 -0.22 0.48 -0.41
C 1.745 -1.686 -0.833 0.22 0.32 0.03 -0.62
C 0.009 0.301 1.655 0.23 -0.05 -0.13 -0.41
H 0.860 -0.366 -2.294 0.10 0.20 -0.24 0.21
H 0.230 -0.148 2.619 0.00 0.31 0.31 0.20
H 0.936 0.713 1.259 0.10 0.00 0.03 0.19
H 0.216 3.048 -1.506 0.11 -0.02 0.33 0.47
H -1.018 -1.227 -1.114 -0.15 -0.05 -0.15 0.19
H -2.514 -1.175 0.483 0.02 -0.06 0.05 0.19
H -2.112 -0.742 2.128 0.02 0.02 0.11 0.19
H 0.297 3.519 -0.011 -0.02 -0.17 -0.46 0.47
H 2.813 -1.499 -0.939 0.09 -0.17 -0.21 0.21
H 1.474 0.471 -0.870 0.23 0.05 -0.05 0.18
H -0.970 0.512 -0.787 -0.12 0.26 -0.29 0.17
H -1.678 -2.346 1.528 -0.03 0.09 -0.06 0.20
H 1.464 -2.543 -1.455 0.03 0.11 0.17 0.20
H -0.708 1.131 1.764 -0.04 -0.02 0.07 0.16
H 1.575 -1.918 0.218 -0.10 -0.12 -0.10 0.23

# 9
22
Properties=species:S:1:pos:R:3:forces:R:3:nbo_charge:R:1 method="wB97M-V/def2-TZVPD" e_above_lowest_kcal_mol=31.7 total_energy_ev=-8964.9827 smiles=CNCC(C)C.O homo_ev=-9.0 homo_lumo_gap_ha=0.3630 lumo_ev=0.901
O -1.644 2.460 1.900 0.00 0.59 -0.76 -0.93
N -0.903 0.811 -0.502 0.56 -1.44 -1.12 -0.64
C -2.235 0.218 -0.381 -0.11 0.73 1.16 -0.41
C 1.689 -2.029 -0.527 1.60 -0.97 1.24 -0.63
C 1.934 0.341 0.461 -1.03 -0.21 0.89 -0.62
C 0.025 -0.249 -1.024 -1.30 -0.20 -0.11 -0.21
C 0.953 -0.831 0.040 1.64 1.75 -0.92 -0.24
H -0.523 1.018 0.399 -0.34 0.43 0.71 0.36
H 2.832 0.034 0.994 0.02 -0.39 -0.10 0.21
H 0.568 0.098 -1.908 0.34 0.18 0.29 0.19
H -2.860 0.882 0.218 -0.12 0.15 -0.17 0.17
H 1.345 0.881 1.208 0.30 0.42 0.03 0.20
H -1.600 2.935 1.053 0.75 0.07 0.24 0.47
H -2.261 -0.724 0.189 0.11 -0.15 -0.45 0.17
H -2.717 0.134 -1.349 0.10 -0.27 -0.17 0.20
H 2.225 1.079 -0.287 -0.16 -0.38 -0.41 0.21
H 1.813 -2.085 -1.605 -0.59 0.01 -0.12 0.21
H -2.556 2.201 1.811 -0.69 -0.53 0.66 0.46
H 0.413 -1.059 0.959 -0.22 -0.36 -0.18 0.20
H 2.734 -2.083 -0.164 -0.19 0.60 -0.10 0.21
H 1.372 -2.971 -0.071 -0.75 -0.07 -0.67 0.22
H -0.604 -1.061 -1.415 0.08 0.03 0.06 0.18

# 10
22
Properties=species:S:1:pos:R:3:forces:R:3:nbo_charge:R:1 method="wB97M-V/def2-TZVPD" e_above_lowest_kcal_mol=40.6 total_energy_ev=-8964.5988 smiles=CC(C)N(C)C.O homo_ev=-8.2 homo_lumo_gap_ha=0.3287 lumo_ev=0.740
O 3.393 -2.514 1.939 -0.34 0.16 -0.12 -0.93
N -0.252 0.532 0.429 0.23 -0.56 -0.56 -0.47
C -1.003 1.739 -1.565 -0.26 1.75 2.10 -0.63
C 0.943 -0.208 0.298 1.66 -1.67 0.45 -0.40
C -0.943 -0.688 -1.712 1.86 -1.14 1.01 -0.63
C -0.728 0.653 1.782 0.21 0.52 0.14 -0.40
C -1.158 0.470 -0.720 -0.33 0.55 -0.96 -0.04
H -1.377 2.653 -1.027 -0.66 -0.88 -0.38 0.21
H -0.929 -1.635 -1.138 -0.59 0.15 -0.48 0.21
H 2.663 -2.935 1.472 0.12 -0.21 0.00 0.47
H 0.116 -0.689 -2.114 -1.28 0.41 0.01 0.20
H -1.607 1.291 1.701 -0.39 -0.36 0.54 0.21
H 0.003 1.249 2.356 -0.13 -0.16 -0.16 0.19
H 3.057 -1.617 2.048 0.21 0.04 0.11 0.46
H 1.496 -0.145 -0.640 -0.15 0.96 -0.07 0.21
H -1.663 -0.703 -2.535 0.12 0.01 0.33 0.22
H -2.199 0.404 -0.388 0.12 -0.02 0.26 0.19
H 1.643 0.033 1.117 -0.21 0.25 -0.33 0.19
H 0.884 -1.330 0.339 -0.63 0.30 0.41 0.14
H -0.864 -0.279 2.390 -0.34 0.37 -0.74 0.17
H -1.499 1.627 -2.516 0.29 0.31 -0.49 0.21
H 0.025 2.094 -1.515 0.49 -0.80 -1.08 0.22

# 11
22
Properties=species:S:1:pos:R:3:forces:R:3:nbo_charge:R:1 method="wB97M-V/def2-TZVPD" e_above_lowest_kcal_mol=67.8 total_energy_ev=-8963.4203 smiles=CCN(C)CC.O homo_ev=-8.7 homo_lumo_gap_ha=0.3551 lumo_ev=0.916
O 0.156 2.927 1.886 -1.31 -1.35 -0.34 -0.95
N 0.215 -0.095 -0.131 -0.83 -2.15 0.45 -0.43
C 1.197 -1.116 -0.570 -1.94 -2.09 -2.12 -0.21
C -0.434 -0.560 1.158 -0.79 3.82 0.35 -0.21
C 1.929 -0.676 -1.904 1.49 -0.34 -0.56 -0.66
C -0.761 -0.075 -1.224 -0.29 3.24 -1.32 -0.46
C -1.928 0.020 1.357 0.43 -0.91 -2.35 -0.64
H 1.897 -1.401 0.255 -0.38 0.40 -0.93 0.21
H 1.539 -0.383 -2.944 -0.81 -0.97 1.85 0.22
H -2.544 -0.594 2.063 0.92 1.14 0.12 0.22
H 0.218 2.331 2.647 0.39 0.71 -0.25 0.48
H 0.230 -0.325 2.040 -0.63 -0.09 -1.00 0.19
H 2.730 -1.424 -2.226 -0.74 1.04 1.01 0.22
H 0.553 -2.089 -0.912 1.48 1.58 1.22 0.14
H -0.148 0.174 -2.122 -0.85 -0.39 0.56 0.21
H 2.334 0.273 -1.606 1.10 0.45 0.02 0.21
H -0.650 -1.551 1.168 0.09 -3.47 -0.27 0.17
H -1.914 1.116 1.367 -0.31 -0.29 0.89 0.23
H 0.727 3.671 1.938 0.88 0.65 0.60 0.48
H -2.494 -0.200 0.382 0.88 0.20 1.27 0.21
H -1.377 0.860 -1.104 0.35 -0.97 -0.06 0.20
H -1.476 -0.883 -1.515 0.85 -0.21 0.86 0.18

# 12
22
Properties=species:S:1:pos:R:3:forces:R:3:nbo_charge:R:1 method="wB97M-V/def2-TZVPD" e_above_lowest_kcal_mol=70.8 total_energy_ev=-8963.2893 smiles=CCN(C)CC.O homo_ev=-8.0 homo_lumo_gap_ha=0.3230 lumo_ev=0.767
O 1.680 3.300 2.270 -0.52 -2.31 1.70 -0.95
N -0.426 -0.671 -0.403 3.22 -2.47 -0.05 -0.46
C -1.446 0.157 0.171 -0.99 1.86 -1.14 -0.45
C -0.485 -1.886 1.800 2.22 3.65 0.90 -0.61
C 0.388 -1.608 0.531 -1.71 3.44 1.11 -0.21
C -0.215 0.376 -2.788 1.22 0.54 -0.51 -0.63
C 0.533 -0.032 -1.451 -1.80 2.35 1.24 -0.22
H 1.280 -0.987 0.801 -0.18 -1.08 -0.06 0.16
H -1.035 -0.924 2.204 1.54 -1.94 -0.60 0.21
H -1.248 1.098 0.708 1.34 0.07 0.04 0.17
H 1.478 -0.575 -1.471 -0.62 -0.88 -0.75 0.21
H 2.188 2.461 2.466 -0.62 1.85 -0.75 0.48
H -2.272 -0.174 0.849 0.71 -1.08 -1.30 0.21
H 0.984 0.965 -1.097 -0.98 -0.89 0.18 0.16
H -1.811 0.498 -0.800 -1.32 0.50 0.54 0.21
H -1.214 -2.498 1.444 -2.23 -2.22 -0.31 0.20
H -0.590 -0.428 -3.372 -0.19 -1.27 -0.16 0.21
H 0.419 0.935 -3.552 -0.25 -0.55 1.33 0.21
H 0.582 -2.587 0.127 0.46 0.03 -0.77 0.20
H 0.188 -2.296 2.583 -0.84 -0.04 -0.39 0.21
H 2.121 3.859 1.665 1.13 0.46 -0.96 0.47
H -1.101 1.017 -2.687 0.42 -0.01 0.71 0.21